No. 1
The following is a quantum chemistry calculation of C29H41GaN5O10SSi as an isolated structure, from the Open Molecules 2025 dataset.

Its LUMO energy is -3.83 eV. Its charge is +1. The value obtained for the energy above the lowest of the compared OMol25 structures with the same formula, charge and spin is 5.4 kcal per mole. Its HOMO energy is -10.603 eV. The calculation puts the largest force on an atom at 0.76 eV/Å.

Each line ends with the Mulliken charge.
Element x y z (Å)
Ga  0.3742  -0.4090  0.8283  -0.683
O  1.1440  -4.5744  0.1638  -0.512
C  0.7550  -3.3472  0.4468  0.096
O  1.4912  -2.3880  0.5103  -0.446
C  -0.7163  -3.2264  0.6933  0.476
C  -1.6484  -4.2155  0.4409  -0.542
C  -2.9834  -3.9183  0.6712  -0.923
C  -3.3334  -2.6666  1.1570  -0.874
C  -2.3232  -1.7479  1.3831  0.929
N  -1.0574  -2.0339  1.1454  0.156
C  -2.4766  -0.3290  1.8572  0.513
O  -3.6141  0.0762  2.3824  -0.474
O  -1.5380  0.4302  1.7814  -0.456
H  2.0986  -4.5808  -0.0033  0.426
H  -1.3387  -5.1777  0.0610  0.626
H  -3.7487  -4.6535  0.4624  0.489
H  -4.3749  -2.4237  1.3229  0.404
H  -4.2747  -0.6236  2.4389  0.304
N  -0.5056  5.0229  6.1857  -0.485
C  0.0389  4.1339  5.2996  1.113
C  1.2550  3.4938  5.5916  -0.839
C  1.7914  2.5790  4.7175  -0.686
C  1.1143  2.2860  3.5335  -0.211
C  -0.0848  2.9209  3.2163  0.051
C  -0.6173  3.8368  4.0948  -1.143
S  1.8127  1.1347  2.4439  1.408
O  3.2319  1.1253  2.5569  -0.786
O  1.2434  1.3962  1.0769  -0.323
N  1.1310  -0.3450  2.5894  0.196
C  1.2647  -1.1613  3.7042  0.692
N  1.8882  -0.6610  4.7676  -0.423
C  2.0009  -1.4639  5.8198  -0.189
C  1.5056  -2.7555  5.8282  -0.911
C  0.8751  -3.1675  4.6698  -0.132
N  0.7449  -2.3885  3.5964  -0.252
H  0.0599  5.3666  6.9405  0.213
H  -1.2515  5.6218  5.8809  0.214
H  1.7762  3.7343  6.5106  0.313
H  2.7317  2.0860  4.9263  0.504
H  -0.5847  2.7099  2.2813  0.472
H  -1.5432  4.3436  3.8516  0.318
H  2.5161  -1.0538  6.6820  0.450
H  1.6033  -3.4042  6.6853  0.418
H  0.4590  -4.1664  4.5839  0.457
C  -1.6096  3.0603  -3.4435  -1.748
C  -0.8381  2.7512  -2.1656  1.902
C  -1.7925  2.3691  -1.0387  -1.058
C  0.0325  3.9242  -1.7414  -1.740
O  0.0592  1.6702  -2.4560  0.407
Si  -0.0218  0.0519  -2.3877  -1.580
O  -0.0940  -0.5407  -0.8622  2.459
O  1.2786  -0.5446  -3.1534  0.164
C  2.6728  -0.1841  -3.1314  1.860
C  2.8850  1.0114  -4.0547  -1.546
C  3.1055  0.1515  -1.7096  -1.264
C  3.4226  -1.4000  -3.6496  -1.810
O  -1.3789  -0.4977  -3.1010  -0.509
C  -1.6570  -1.5815  -3.9976  1.828
C  -1.0985  -2.8823  -3.4261  -1.193
C  -3.1724  -1.6544  -4.0949  -1.733
C  -1.0429  -1.2775  -5.3602  -1.612
H  -2.3181  3.8745  -3.2763  0.466
H  -2.1570  2.1700  -3.7636  0.195
H  -0.9209  3.3488  -4.2406  0.368
H  -2.4552  3.2030  -0.8082  0.688
H  -1.2164  2.1227  -0.1452  -0.071
H  -2.3967  1.5009  -1.3228  0.072
H  -0.5850  4.7885  -1.4896  0.423
H  0.7128  4.2024  -2.5489  0.364
H  0.6283  3.6429  -0.8693  0.241
H  2.2655  1.8501  -3.7338  0.098
H  2.6110  0.7467  -5.0784  0.372
H  3.9341  1.3150  -4.0401  0.457
H  2.6169  1.0672  -1.3643  0.078
H  4.1845  0.2998  -1.6634  0.598
H  2.8434  -0.6674  -1.0360  0.044
H  3.0299  -1.6865  -4.6272  0.354
H  3.3045  -2.2460  -2.9662  0.299
H  4.4855  -1.1757  -3.7511  0.438
H  -1.5265  -3.0634  -2.4336  0.064
H  -0.0120  -2.8178  -3.3336  0.058
H  -1.3497  -3.7209  -4.0773  0.600
H  -3.6034  -1.8718  -3.1132  0.318
H  -3.4768  -2.4345  -4.7958  0.413
H  -3.5677  -0.6974  -4.4413  0.335
H  0.0402  -1.1777  -5.2649  0.098
H  -1.4474  -0.3402  -5.7490  0.326
H  -1.2668  -2.0758  -6.0701  0.530

***

No. 2
The following is a quantum chemistry calculation of C29H41IIrN5 as an isolated structure, from the Open Molecules 2025 dataset.

As for the expectation value of S²: 6.045. Its LUMO energy (spin up / spin down) is -11.90 / -15.22 eV. Its charge is +4. As for the spin multiplicity: 5. The value obtained for the energy above the lowest of the compared OMol25 structures with the same formula, charge and spin is 0.0 kcal per mole. Its HOMO energy (spin up / spin down) is -19.584 / -20.033 eV. The calculation puts the largest force on an atom at 0.49 eV/Å.

Each line ends with the Mulliken charge.
Element x y z (Å)
Ir  -1.1124  0.6554  -1.2146  1.109
C  5.5389  -1.6832  0.6239  -2.040
C  5.0951  -1.4614  -0.8230  1.774
C  5.9803  -0.3822  -1.4752  -1.472
C  5.2148  -2.7827  -1.6082  -1.502
C  3.6617  -0.9900  -0.9049  -0.042
C  3.0310  -0.7749  -2.1261  -0.717
C  1.7048  -0.3095  -2.1799  -0.301
N  0.9661  -0.0536  -1.1112  -0.753
C  1.5387  -0.2767  0.1116  -0.045
C  2.8695  -0.7312  0.2183  0.294
C  0.7174  -0.0628  1.2635  0.002
C  1.2142  -0.1983  2.5831  0.201
C  0.3990  -0.0308  3.7007  0.066
C  -0.9296  0.2770  3.4151  -0.753
C  -1.3671  0.4192  2.0780  -0.495
N  -0.5840  0.2684  1.0293  -0.551
C  0.8888  -0.1706  5.1253  1.771
C  0.0908  -1.3027  5.7965  -1.484
C  2.3833  -0.4920  5.1803  -2.034
C  0.6204  1.1610  5.8537  -1.496
H  6.5674  -2.0394  0.6279  0.412
H  4.9375  -2.4469  1.1251  0.477
H  5.5261  -0.7576  1.2064  0.469
H  7.0184  -0.7109  -1.4478  0.457
H  5.9149  0.5685  -0.9427  0.374
H  5.7225  -0.2131  -2.5227  0.389
H  6.2458  -3.1302  -1.5602  0.468
H  4.9704  -2.6628  -2.6650  0.376
H  4.5777  -3.5596  -1.1822  0.380
H  3.5402  -0.9504  -3.0649  0.518
H  1.2517  -0.1327  -3.1456  0.445
H  3.2993  -0.9067  1.1919  0.402
H  2.2562  -0.4281  2.7438  0.543
H  -1.6581  0.4196  4.2031  0.536
H  -2.4075  0.6630  1.8953  0.598
H  0.2460  -2.2602  5.2959  0.377
H  -0.9809  -1.0959  5.8257  0.372
H  0.4262  -1.4074  6.8276  0.457
H  2.6167  -1.4501  4.7076  0.474
H  2.6891  -0.5755  6.2216  0.416
H  2.9901  0.3009  4.7342  0.468
H  -0.4423  1.4088  5.8864  0.370
H  1.1624  1.9877  5.3910  0.385
H  0.9593  1.0737  6.8852  0.460
I  -0.5377  2.2120  -3.8786  0.171
C  -1.3026  3.4268  -2.3647  0.433
C  -1.5086  4.7755  -2.5389  -0.558
C  -2.0284  5.4932  -1.4646  -0.248
C  -2.3125  4.8350  -0.2757  -0.789
C  -2.0642  3.4806  -0.1876  0.000
N  -1.5677  2.7740  -1.2218  -0.299
H  -1.2711  5.2578  -3.4773  0.465
H  -2.2030  6.5575  -1.5626  0.468
H  -2.7141  5.3658  0.5763  0.465
H  -2.2507  2.9324  0.7260  0.366
C  -5.0741  -0.0018  -3.5068  -0.956
C  -3.8805  0.6956  -2.8136  -0.316
N  -2.9553  -0.3057  -2.2121  0.300
C  -3.7046  -1.0567  -1.1606  -0.289
C  -4.9813  -1.7096  -1.7411  -0.945
N  -4.9858  -1.4711  -3.2209  -0.061
C  -3.7437  -2.0399  -3.8397  -0.873
C  -2.5308  -1.2665  -3.2705  -0.340
H  -5.0577  0.1264  -4.5873  0.378
H  -6.0296  0.3599  -3.1325  0.343
H  -4.2280  1.3566  -2.0210  0.511
H  -3.3274  1.2910  -3.5350  0.229
H  -3.9725  -0.3588  -0.3693  0.355
H  -3.0409  -1.8116  -0.7426  0.472
H  -5.8922  -1.2772  -1.3322  0.363
H  -5.0040  -2.7841  -1.5724  0.348
H  -5.8013  -1.9368  -3.6277  0.325
H  -3.8266  -1.9298  -4.9188  0.362
H  -3.7069  -3.1012  -3.6033  0.335
H  -2.0348  -0.6995  -4.0552  0.383
H  -1.8123  -1.9628  -2.8411  0.450